A structure of composition C16H48B2F8O8S8Y at a distorted geometry. Source: the Open Molecules 2025 dataset; level of theory: ωB97M-V with the def2-TZVPD basis set.

Geometry (Å):
Y 15.1015 -26.8944 9.1861
B 16.5819 -24.2893 9.5206
F 16.1608 -24.7377 8.2618
F 15.9315 -23.1846 9.8918
F 16.2352 -25.2353 10.4033
F 17.8392 -23.8826 9.5491
B 12.6843 -28.5076 9.2442
F 11.5833 -27.8564 9.7388
F 13.1137 -27.9449 8.1416
F 13.6949 -28.4566 10.2000
F 12.5102 -29.8446 8.9848
C 13.0662 -31.2641 12.6402
S 14.1707 -32.6159 13.3139
O 13.4250 -33.4264 14.4114
C 14.2839 -33.6636 11.8723
H 13.6352 -30.8266 11.8199
H 12.9068 -30.4945 13.3955
H 12.1774 -31.7600 12.2500
H 15.1974 -34.2445 11.9993
H 14.3493 -33.2568 10.8631
H 13.3789 -34.2647 11.7835
C 13.2711 -23.8088 12.3126
S 12.5711 -25.0794 11.1970
O 13.7466 -25.9974 10.7199
C 11.5187 -25.8771 12.3504
H 13.4809 -24.2671 13.2791
H 12.6701 -22.9019 12.3792
H 14.2444 -23.4608 11.9667
H 10.6866 -25.2369 12.6432
H 11.9778 -26.5008 13.1174
H 11.0046 -26.6242 11.7456
C 19.4659 -28.5719 7.4424
S 18.7520 -26.9099 7.8523
O 17.4817 -27.2441 8.6745
C 20.1468 -26.4632 9.0862
H 18.8709 -28.8495 6.5723
H 19.3776 -29.3159 8.2340
H 20.5291 -28.7344 7.2658
H 20.0557 -27.1858 9.8971
H 19.9129 -25.5144 9.5689
H 21.0609 -26.5691 8.5019
C 14.2316 -23.9202 6.1928
S 12.8610 -24.7935 7.0460
O 13.6084 -25.3098 8.2374
C 11.8682 -23.3542 7.7192
H 15.1311 -24.5144 6.0318
H 14.5306 -23.0002 6.6951
H 13.8386 -23.4553 5.2886
H 10.8253 -23.3932 7.4047
H 12.3091 -22.4028 7.4216
H 11.9250 -23.4791 8.8005
C 14.7871 -31.0756 7.4290
S 16.2521 -30.2850 8.0223
O 15.6965 -29.0517 8.7245
C 16.4864 -31.3866 9.4967
H 15.0107 -32.0556 7.0073
H 14.3345 -30.4483 6.6611
H 14.1510 -31.2549 8.2957
H 16.3177 -32.4568 9.3769
H 15.7926 -30.9698 10.2268
H 17.4479 -31.1681 9.9614
C 10.6584 -28.1682 6.4737
S 8.8504 -28.1733 6.1165
O 8.6775 -26.7810 5.3935
C 8.7316 -29.3480 4.7553
H 11.0057 -27.1559 6.6803
H 11.2893 -28.5654 5.6785
H 10.7548 -28.9083 7.2682
H 7.6567 -29.4875 4.6398
H 9.2436 -30.3019 4.8821
H 9.0522 -29.0611 3.7538
C 16.9714 -26.8987 4.8214
S 15.7141 -27.9324 5.6125
O 15.4533 -27.3048 6.9957
C 14.3339 -27.4046 4.4079
H 16.6094 -25.8938 4.6040
H 17.2449 -27.1608 3.7994
H 17.8900 -26.8839 5.4081
H 14.6204 -27.5924 3.3731
H 14.1263 -26.3392 4.5083
H 13.3191 -27.7152 4.6567
C 17.5819 -29.4217 12.8081
S 17.5169 -27.8403 11.8268
O 16.2111 -27.7209 11.0319
C 17.4236 -26.6199 13.2305
H 16.9948 -29.2791 13.7154
H 18.6280 -29.6963 12.9437
H 16.9824 -30.1752 12.2974
H 16.3906 -26.3954 13.4961
H 17.7523 -25.6379 12.8904
H 18.0661 -26.7179 14.1055

Output
HOMO = -10.50 eV
charge = +1
orbital gap = 8.40 eV
LUMO level = -2.105 eV
ΔE to the lowest compared entry with this formula, charge and spin = 0.0 kcal per mole


A structure of composition C16H48BF4O16Tl at a distorted geometry. Source: the Open Molecules 2025 dataset; level of theory: ωB97M-V with the def2-TZVPD basis set.

Geometry (Å):
Tl 0.4406 -4.1958 -0.6763
B 0.8335 -0.2865 0.6534
F 1.3602 0.7167 -0.1957
F 1.1014 -1.5171 0.1951
F 1.4523 -0.1023 1.9848
F -0.5703 -0.0748 0.7547
C 1.7984 3.8935 -1.1169
C 1.4998 5.0882 -2.0546
O 0.5206 5.9686 -1.5243
O 0.6400 2.9509 -1.2487
H 1.9024 4.2258 -0.0841
H 2.7019 3.2996 -1.2549
H 1.2686 4.6264 -3.0145
H 2.4098 5.6850 -2.1159
H -0.1674 5.3809 -1.2037
H 0.7998 2.1587 -0.7307
C -2.2245 -1.1300 -3.8239
C -1.9051 -0.3177 -2.5290
O -1.0998 -1.0628 -1.6047
O -3.3286 -2.1110 -3.6711
H -1.3588 -1.7836 -3.9311
H -2.3649 -0.5179 -4.7148
H -2.8455 0.0054 -2.0824
H -1.2902 0.5620 -2.7186
H -0.9281 -0.5531 -0.8095
H -3.4626 -2.2407 -4.6129
C -4.3209 2.3202 -0.8254
C -3.1626 1.7038 0.1098
O -3.3595 2.0032 1.5146
O -4.0053 3.6825 -1.1452
H -5.3459 2.3945 -0.4624
H -4.3199 1.9009 -1.8315
H -2.1698 2.0118 -0.2182
H -2.8975 0.6467 0.0925
H -2.4704 2.2253 1.8008
H -3.7826 4.1875 -0.3597
C 0.1162 -4.2949 3.3929
C -0.7989 -5.4041 2.8717
O -0.3944 -6.0561 1.6415
O 0.3655 -3.3788 2.3555
H 1.1661 -4.5015 3.6003
H -0.2845 -3.8493 4.3034
H -1.7798 -4.9743 2.6686
H -1.0768 -6.2365 3.5182
H -0.8213 -6.9157 1.6222
H 0.1326 -2.5299 2.7386
C 4.2118 -3.5632 -1.8123
C 5.0050 -3.0202 -3.0351
O 5.2440 -1.6877 -2.8210
O 2.9710 -2.8398 -1.5575
H 4.7883 -3.4699 -0.8920
H 3.9126 -4.5597 -2.1372
H 4.3671 -3.0881 -3.9163
H 5.9175 -3.5618 -3.2842
H 4.3886 -1.2848 -2.6550
H 3.0825 -1.9026 -1.3815
C 3.0239 0.5244 -3.2806
C 1.5388 0.4321 -3.6208
O 1.2632 1.2386 -4.7832
O 3.2474 -0.2209 -1.9924
H 3.1999 1.5947 -3.1732
H 3.6450 0.1880 -4.1107
H 0.8773 0.9470 -2.9241
H 1.1338 -0.5626 -3.8070
H 0.8616 0.6133 -5.3910
H 2.6934 0.1968 -1.3289
C -2.6297 -1.5807 4.4118
C -1.6228 -0.5275 3.8531
O -0.3037 -1.0617 3.5891
O -2.8352 -2.7598 3.6257
H -3.6403 -1.2148 4.5931
H -2.2316 -1.7514 5.4120
H -1.5276 0.2510 4.6100
H -2.0468 -0.0265 2.9828
H 0.2337 -0.4692 3.0583
H -3.3440 -3.2745 4.2564
C -0.4301 3.7608 3.9204
C -0.0676 3.5361 2.4028
O -0.6367 2.2909 1.9420
O -0.2867 2.6355 4.7665
H -1.4912 4.0073 3.8842
H 0.0475 4.6045 4.4186
H 1.0074 3.4935 2.2273
H -0.5213 4.3134 1.7880
H 0.0978 1.7278 1.6869
H -1.1178 2.4679 5.2167

Output
HOMO = -14.47 eV
charge = +2
orbital gap = 1.78 eV
LUMO level = -12.698 eV
ΔE to the lowest compared entry with this formula, charge and spin = 53.0 kcal per mole


A cluster of 8 separate species, C16H48O13 in total at a distorted geometry. Source: the Open Molecules 2025 dataset; level of theory: ωB97M-V with the def2-TZVPD basis set.

Geometry (Å):
O -2.7279 0.3969 3.5826
C -3.5147 -0.7388 3.6038
C -2.9160 -1.5249 2.4921
O -1.4653 -1.5704 2.6935
H -1.8442 0.1786 3.3504
H -3.6030 -1.1773 4.6064
H -4.6105 -0.4577 3.4451
H -3.0266 -0.9806 1.5198
H -3.3005 -2.5498 2.4420
H -1.1240 -1.4266 1.8157
O 0.9093 -2.0976 3.7934
C 1.5558 -2.6040 2.6601
C 2.9854 -2.6887 2.8480
O 3.4735 -1.5140 3.3909
H -0.0296 -2.0183 3.4300
H 1.3183 -3.5941 2.5560
H 1.3317 -1.9508 1.7948
H 3.4509 -3.1386 1.8463
H 3.1376 -3.5283 3.5304
H 3.2384 -0.8664 2.6797
O 1.9595 2.0857 -0.4003
C 2.0732 3.4157 -0.3603
C 2.0092 3.7525 1.0057
O 2.2593 5.0974 1.1927
H 1.8682 1.7119 -1.2329
H 3.0247 3.7325 -0.7907
H 1.3019 3.9197 -0.9591
H 2.6802 3.1833 1.5846
H 0.9609 3.5019 1.4230
H 3.1508 5.1460 1.2232
O 1.2716 0.9833 -3.0239
C 0.5424 1.9592 -3.7723
C -0.7311 1.3583 -4.0717
O -1.3060 2.0175 -5.2001
H 1.1590 0.1409 -3.5206
H 0.3579 2.8565 -3.1648
H 1.1354 2.2731 -4.6116
H -1.4123 1.3095 -3.2060
H -0.4223 0.4202 -4.5662
H -1.0738 1.4304 -5.9782
O 1.7991 0.7103 4.5558
C 0.9386 1.0213 3.4942
C 0.2613 2.2071 3.9522
O -0.8694 2.5324 3.0338
H 2.5684 1.2496 4.3469
H 1.5054 1.0462 2.5458
H 0.1617 0.2236 3.4156
H 0.8144 3.0960 4.1059
H -0.1097 2.0946 4.9787
H -1.6551 2.1735 3.4036
C -1.8844 1.1064 -0.1442
C -0.6274 0.4537 0.2061
O -0.5978 -0.9876 0.3495
H -2.4917 1.2999 0.7368
H -2.4230 0.5272 -0.8508
H -1.7097 2.0622 -0.5697
H -0.1691 0.8795 1.0209
H 0.0047 0.6365 -0.7099
H -1.1430 -1.2850 -0.4087
C 1.2678 -2.7123 -2.2867
C 2.0240 -2.1945 -3.3806
O 1.0809 -1.7042 -4.2951
H 0.7874 -3.5820 -2.6558
H 0.5758 -2.0536 -1.8755
H 1.9841 -2.9799 -1.4878
H 2.6569 -2.8979 -3.8285
H 2.6449 -1.2962 -3.0696
H 0.8396 -2.4500 -4.8871
C -3.2265 -1.2247 -3.6574
C -2.0013 -1.8380 -3.2387
O -2.1331 -2.4068 -1.9610
H -3.3513 -0.4195 -2.9034
H -3.9274 -2.0216 -3.7777
H -3.0640 -0.8954 -4.7181
H -1.2474 -1.0755 -3.1868
H -1.6308 -2.4723 -4.0056
H -1.7002 -3.2670 -1.8984

Output
HOMO = -9.31 eV
SMILES = OCCO.OCCO.OCCO.OCCO.OCCO.CCO.CCO.CCO
orbital gap = 9.20 eV
LUMO level = -0.110 eV
ΔE to the lowest compared entry with this formula, charge and spin = 73.9 kcal per mole